Here is a molecular structure, C8H22F2InN2O2 at a distorted geometry from the Open Molecules 2025 dataset. Energies are from ωB97M-V/def2-TZVPD.

Summary:
- 2S+1 = 2
- LUMO level (alpha / beta) (eV) = 0.20 / -3.25
- orbital gap (alpha / beta) (eV) = 9.5216 / 4.5137

Structure (XYZ):
```
37
C8H22F2InN2O2 (ωB97M-V/def2-TZVPD)
In 1.783 -0.835 0.708
F 2.025 0.593 3.330
F 4.738 -1.060 0.665
C -2.447 -3.999 1.197
C -1.284 -3.146 0.695
C -1.580 -2.269 -0.582
O -0.499 -1.445 -0.911
C -0.679 -1.001 -2.247
N -0.764 -2.394 1.772
H -2.594 -4.871 0.559
H -3.279 -3.304 1.307
H -2.362 -4.547 2.136
H -0.567 -3.844 0.262
H -2.454 -1.623 -0.500
H -1.788 -3.059 -1.305
H -1.604 -0.454 -2.428
H -0.652 -1.862 -2.915
H 0.224 -0.453 -2.515
H -1.471 -1.787 2.164
H -0.623 -3.030 2.544
C -0.687 3.050 -1.691
C 0.259 2.196 -0.834
C 1.255 2.978 0.064
O 2.090 2.068 0.717
C 3.382 2.663 0.993
N -0.415 1.256 0.001
H -0.111 3.816 -2.209
H -1.344 3.607 -1.024
H -1.330 2.492 -2.373
H 0.897 1.646 -1.525
H 0.783 3.684 0.748
H 1.869 3.620 -0.567
H 3.367 3.584 1.575
H 3.961 3.096 0.178
H 4.004 1.957 1.544
H -0.793 1.749 0.797
H -1.310 0.927 -0.330
```